The following is a quantum chemistry calculation of a molecular structure, C23H18AsNOOsS2, from the Open Molecules 2025 dataset.

Computed properties:
* calculated total energy: -4139.81868 a.u.
* charge: +1
* HOMO level (alpha / beta): -11.117 / -11.455 eV
* gap between HOMO and LUMO (alpha / beta): 7.47 / 7.25 eV
* multiplicity: 2

XYZ file:
```
47
Properties=species:S:1:pos:R:3:forces:R:3
Os -0.081007 0.116365 -0.157599 -0.714 -0.191 0.153
As -0.985228 0.740647 -2.390563 0.574 0.086 0.315
S -0.414732 2.229896 0.232289 0.133 0.125 0.070
S 1.897164 -0.853077 0.244713 0.214 -0.013 -0.065
O -0.719333 -1.259013 1.144546 0.100 0.287 -0.289
N 0.164189 -2.070036 1.788137 -0.237 -0.057 0.019
C -2.282675 3.255312 -3.228343 0.058 0.023 0.011
C 0.482731 -3.739530 3.399685 -0.166 0.073 -0.040
C 2.440611 -0.212449 -4.574345 -0.001 -0.016 -0.002
C 1.264428 -0.290276 -3.846190 0.037 -0.027 0.012
C 2.332294 -2.859938 2.147117 0.082 -0.077 0.054
C -4.159678 -1.690490 -4.811315 0.006 0.003 0.005
C 2.308586 2.189068 -4.540258 -0.009 0.011 -0.006
C -2.249887 -0.299278 -3.379950 -0.014 0.028 0.038
C -2.562525 4.599810 -3.017068 -0.026 0.004 -0.040
C -1.592589 2.556047 -2.252280 -0.032 -0.079 0.174
C -3.357191 -0.821199 -2.719896 -0.020 -0.027 0.009
C -1.204614 3.170806 -1.067906 -0.107 -0.140 -0.168
C -1.468016 4.517577 -0.863742 -0.054 0.004 -0.067
C -3.051323 -1.170365 -5.464432 -0.016 -0.014 0.017
C 1.124962 2.120544 -3.816843 0.041 -0.022 -0.017
C 1.846076 -3.719893 3.106489 0.151 0.016 -0.057
C -4.313552 -1.517331 -3.441776 0.000 -0.010 -0.002
C -2.088836 -0.471085 -4.750081 0.004 0.007 -0.023
C 1.456266 -2.011166 1.475764 0.096 0.104 -0.161
C -2.148422 5.223918 -1.848393 0.009 0.021 0.033
C 0.607847 0.878621 -3.471042 -0.117 -0.034 -0.128
C 2.963963 1.027346 -4.918573 -0.008 0.007 0.002
C -0.352140 -2.894901 2.717167 0.041 -0.115 0.109
H 2.522269 -4.380161 3.631613 0.004 0.006 0.000
H -5.177341 -1.926789 -2.935749 -0.004 0.001 -0.002
H -2.934095 -1.309402 -6.530672 0.004 0.003 -0.001
H 2.950131 -1.119452 -4.871233 0.001 0.000 0.001
H 0.076709 -4.402021 4.148711 -0.028 0.008 -0.006
H 0.864568 -1.260590 -3.573485 -0.010 0.007 0.008
H 0.617030 3.031226 -3.528071 -0.003 0.012 0.008
H -4.907204 -2.236050 -5.371522 -0.002 0.000 0.000
H 3.382924 -2.821996 1.897457 -0.003 0.009 0.001
H 3.884265 1.086812 -5.483945 0.002 -0.003 0.000
H -1.220585 -0.069592 -5.258131 -0.013 0.006 0.005
H -2.595829 2.762664 -4.141150 -0.001 0.010 -0.006
H -1.420275 -2.814262 2.848633 0.000 -0.021 0.024
H -3.103850 5.162798 -3.765312 0.001 -0.009 -0.003
H -1.164604 5.005797 0.053260 0.012 -0.014 0.011
H 2.715271 3.154418 -4.810349 0.000 0.001 0.001
H -2.368738 6.272033 -1.695472 0.007 -0.002 0.007
H -3.475402 -0.688603 -1.650547 0.007 0.006 -0.001
```
Forces are in eV/Å.

=====

The following is a quantum chemistry calculation of a molecular structure, C23H18BrCeN2O4 in a non-equilibrium geometry, from the Open Molecules 2025 dataset.

Computed properties:
* calculated total energy: -4347.03714 a.u.
* HOMO level (alpha / beta): -7.788 / -8.008 eV
* gap between HOMO and LUMO (alpha / beta): 8.02 / 8.24 eV
* multiplicity: 2

XYZ file:
```
49
Properties=species:S:1:pos:R:3:forces:R:3
Ce 0.197842 -0.698397 0.153837 -0.601 1.573 0.239
Br 1.505709 -8.032441 1.993264 -0.025 -0.089 0.094
O 2.227078 -0.168767 0.957060 0.917 0.326 -0.042
O 1.288734 -2.320882 -1.016005 0.362 -1.137 -0.140
O -1.737195 -1.514225 -0.626849 -1.017 -0.323 0.057
O 0.502281 -2.799524 1.012017 0.379 -1.116 0.062
N -1.716561 0.961714 0.729438 0.417 0.315 -0.116
N 0.716040 1.741118 -0.488056 -0.505 0.109 0.120
C -5.474446 -2.085596 1.068337 0.169 0.057 -0.080
C 1.885201 2.217972 -0.638912 0.820 -0.101 0.039
C 2.812940 -6.173534 -1.464817 -0.047 0.016 0.079
C -0.455828 2.623397 -0.524812 0.285 -0.077 -0.105
C -3.540172 -0.683960 0.665597 -0.046 1.079 0.427
C -4.818886 -0.880227 1.202596 -0.179 -0.104 0.059
C 1.842078 -6.749232 0.648956 0.011 0.116 -0.075
C 1.106883 -3.140561 -0.052022 0.111 -0.110 -0.162
C 5.632411 0.267088 -0.186901 -0.045 -0.040 0.037
C -3.597568 -2.922646 -0.223411 -0.365 -0.156 0.092
C 4.533881 -0.273483 0.449614 0.388 0.127 -0.087
C 2.337549 -4.877705 -1.327397 0.067 -0.165 -0.045
C 3.276663 0.333372 0.334864 -0.967 -0.457 0.503
C -2.946766 0.658409 0.837647 -0.534 -0.500 -0.049
C -1.299307 2.367992 0.720545 -0.235 -0.199 0.103
C -2.920834 -1.705074 -0.074885 1.025 0.180 -0.473
C 1.616319 -4.528278 -0.193445 0.075 -0.089 -0.077
C 1.365375 -5.460698 0.804778 -0.007 0.006 0.033
C 5.529526 1.438454 -0.950838 -0.142 -0.088 0.098
C 4.294117 2.039045 -1.063514 0.186 0.055 -0.083
C 2.564455 -7.117899 -0.475073 0.035 0.033 -0.082
C -4.841998 -3.104936 0.345544 0.045 -0.082 -0.041
C 3.158215 1.488052 -0.457458 -0.598 0.847 -0.442
H 4.606869 -1.166887 1.055246 0.026 -0.003 -0.008
H -1.062088 2.393786 -1.402326 0.016 -0.077 -0.094
H 2.519411 -4.133669 -2.090036 -0.021 0.019 0.026
H -0.169417 3.677302 -0.581615 0.048 0.061 0.039
H 6.399111 1.860905 -1.433591 0.003 0.003 -0.006
H 0.805722 -5.165065 1.680985 -0.001 -0.016 -0.005
H 3.378036 -6.450173 -2.345543 -0.009 -0.033 0.030
H -3.662267 1.454845 1.073605 -0.107 -0.009 -0.058
H 6.592912 -0.225271 -0.083004 -0.013 0.042 -0.025
H -5.286563 -0.061549 1.742028 0.003 -0.048 -0.019
H 1.992686 3.269682 -0.932468 0.060 0.020 0.053
H 4.181579 2.951756 -1.643213 0.037 -0.060 0.035
H -5.343616 -4.059014 0.222683 0.025 0.043 0.005
H -3.114227 -3.705517 -0.793101 -0.012 0.008 0.007
H 2.926299 -8.133047 -0.570056 0.006 0.027 -0.023
H -2.158923 3.043589 0.734851 -0.076 0.044 -0.003
H -6.454055 -2.242714 1.498266 0.017 0.028 0.000
H -0.686804 2.576794 1.598786 0.019 -0.055 0.099
```
Forces are in eV/Å.

=====

The following is a quantum chemistry calculation of a molecular structure, C23H18BrIN5O3Re, from the Open Molecules 2025 dataset.

Computed properties:
* calculated total energy: -4336.66408 a.u.
* charge: +1
* HOMO level (alpha / beta): -10.134 / -10.729 eV
* gap between HOMO and LUMO (alpha / beta): 6.69 / 6.15 eV
* multiplicity: 2

XYZ file:
```
52
Properties=species:S:1:pos:R:3:forces:R:3
Re 0.616489 0.285009 -0.186594 -0.154 0.258 -0.177
I 3.323378 0.522492 0.190634 0.355 0.008 0.024
Br 2.124994 -1.950362 2.457550 -0.069 -0.044 0.028
O -3.076869 -0.774281 1.370433 -0.049 -0.008 0.009
O 1.075490 2.674964 0.325453 0.087 -0.230 -0.062
O 1.892761 -2.812031 -2.574480 0.029 -0.039 -0.031
N 1.270113 0.628724 -2.225604 -0.047 -0.152 0.140
N -1.193491 1.449987 -0.589452 -0.071 -0.132 0.018
N 0.522030 0.331632 2.085009 0.000 -0.027 0.051
N 0.963613 -1.560967 -0.867798 0.126 0.063 -0.095
N -0.999955 -0.890318 0.345254 0.016 0.444 0.077
C -0.737585 -2.252897 0.532436 -0.017 -0.136 -0.041
C 0.858681 -0.369864 4.353651 -0.002 0.003 0.043
C -2.303770 1.017608 0.032336 -0.009 -0.086 -0.045
C -3.594523 2.863689 -0.725004 0.036 -0.040 0.018
C -0.519238 1.510403 3.914598 -0.004 0.020 -0.019
C 0.383443 -2.652787 -0.195318 -0.087 -0.058 0.067
C 0.797805 -3.975212 -0.195696 0.034 -0.011 0.014
C -0.271207 1.310218 2.579968 -0.033 -0.020 0.013
C 1.062011 -0.503045 2.982216 0.048 0.007 -0.038
C -1.289286 2.583098 -1.294330 -0.028 0.125 0.001
C -2.463490 3.305581 -1.393228 0.019 -0.015 0.008
C 1.549872 -1.756533 -2.098136 -0.180 0.039 0.043
C 2.290387 -0.465547 -4.096583 0.030 0.028 -0.048
C 0.066383 0.647836 4.831851 0.007 -0.021 -0.014
C -2.180663 -0.314874 0.692361 0.070 -0.090 -0.057
C 0.078044 -4.887722 0.563904 0.030 -0.013 -0.021
C 2.493750 0.750326 -4.725692 -0.043 -0.012 0.051
C -1.036226 -4.491808 1.290466 -0.020 0.019 0.000
C -3.505254 1.691249 0.007142 -0.040 0.027 0.001
C -1.465681 -3.171733 1.279348 0.031 -0.008 0.044
C 1.695239 -0.478207 -2.852777 0.072 -0.076 0.013
C 1.535434 1.803952 -2.809475 0.001 0.120 -0.037
C 2.128901 1.906379 -4.051235 -0.010 -0.035 -0.006
H -4.522872 3.415348 -0.781758 -0.004 -0.001 0.002
H 1.316400 2.698202 -2.249282 -0.018 -0.001 0.054
H 0.974327 2.990029 1.234495 -0.118 -0.005 0.026
H 2.046159 2.578301 0.230493 0.015 0.082 -0.032
H 2.951059 0.800761 -5.704135 0.015 -0.002 0.005
H -0.405184 2.946230 -1.780986 0.026 -0.037 0.014
H 1.326407 -1.081294 5.017102 0.001 0.002 0.002
H -4.334643 1.257941 0.548921 -0.016 0.022 -0.014
H -0.103804 0.759070 5.893864 0.007 0.004 0.002
H 1.665830 -4.282265 -0.755769 -0.007 0.013 -0.016
H 2.310031 2.886459 -4.468149 0.008 -0.003 -0.004
H -2.470876 4.207564 -1.987824 -0.022 0.004 0.004
H -1.168802 2.317235 4.221192 -0.006 -0.006 0.004
H -2.333072 -2.861218 1.837659 -0.008 -0.002 -0.011
H -0.751100 1.945585 1.849778 0.002 0.007 -0.004
H -1.583377 -5.220011 1.873969 0.002 0.007 0.009
H 0.396466 -5.921225 0.588104 0.000 0.002 -0.001
H 2.595476 -1.411690 -4.520889 -0.005 0.005 -0.011
```
Forces are in eV/Å.